1.
{"formula": "C4H11NO2", "method": "the ωB97M-V functional and the def2-TZVPD basis", "multiplicity": 1, "lumo_ev": 0.70, "gap_ev": 10.6505, "symbols": ["C", "N", "C", "C", "O", "H", "H", "H", "H", "H", "H", "H", "C", "O", "H", "H", "H", "H"], "xyz": [[-2.99220, -0.72127, -1.01557], [-1.86157, -1.29788, -0.34706], [-0.79778, -0.56183, -0.06570], [0.17019, -1.43689, 0.62150], [-0.62438, 0.61714, -0.38102], [-2.67678, -0.17700, -1.94563], [-3.68747, -1.52014, -1.40884], [-3.63991, -0.06109, -0.40553], [-1.97441, -2.19262, 0.19045], [0.07571, -2.54366, 0.59743], [0.06415, -1.27320, 1.71263], [1.27955, -1.16662, 0.37468], [2.83565, 2.03683, 0.99582], [2.82303, 1.15698, -0.07395], [3.91959, 1.99447, 1.44188], [2.58365, 3.07616, 0.76157], [2.29634, 1.60867, 1.92993], [1.90615, 1.24622, -0.39576]], "atomic_forces_ev_per_a": [[-1.767, -0.212, -1.666], [-2.314, -1.282, 0.223], [1.095, 0.340, -0.485], [3.838, -0.134, 1.969], [-0.106, -1.021, 0.296], [-0.062, -0.282, 1.103], [0.875, 0.549, 0.581], [0.646, -0.144, -0.115], [0.115, 1.518, -1.142], [-0.272, 0.752, -0.809], [0.217, 0.375, -0.336], [-2.068, -0.385, 0.380], [2.512, -0.825, 3.690], [-1.312, 0.109, -0.792], [-1.658, 0.506, -1.100], [-0.169, -0.247, 0.081], [0.033, 0.938, -1.580], [0.396, -0.555, -0.297]]}



2.
{"formula": "C4H11NO2", "method": "the ωB97M-V functional and the def2-TZVPD basis", "multiplicity": 1, "lumo_ev": 0.71, "gap_ev": 9.7867, "symbols": ["C", "C", "C", "C", "N", "H", "H", "H", "H", "H", "H", "H", "O", "H", "H", "O", "H", "H"], "xyz": [[2.12083, 1.36933, 0.13710], [1.15763, 0.50959, 0.47119], [-0.12887, 1.19228, 0.69216], [-0.40665, 1.89088, 1.79884], [-1.13610, 1.04915, -0.32068], [3.30406, 0.94863, 0.15660], [2.12133, 2.44624, -0.05894], [1.37039, -0.52125, 0.77051], [0.17757, 1.96930, 2.63245], [-1.29056, 2.52454, 1.90104], [-2.02449, 1.24786, -0.00599], [-1.05246, 1.53144, -1.18772], [-1.70786, -2.21697, -1.82319], [-1.93196, -1.32420, -1.92664], [-2.05948, -2.61354, -0.98495], [0.73258, -2.58585, -0.22777], [0.37528, -3.22073, -0.89287], [0.30757, -1.68232, -0.34678]], "atomic_forces_ev_per_a": [[4.769, -2.002, 0.310], [0.641, 1.726, 0.282], [-1.770, 0.245, 0.120], [-1.535, 0.290, -1.840], [1.659, -1.189, -0.187], [-3.354, 1.064, -0.330], [-0.770, -0.519, 0.112], [-0.175, 0.385, -0.348], [1.933, -0.225, 1.798], [-0.113, -0.453, -0.415], [-2.148, 0.507, 1.191], [0.939, 0.259, -0.617], [0.319, -3.093, 0.820], [-0.706, 1.912, 0.401], [0.308, 1.201, -1.213], [-0.626, 0.711, -0.307], [0.166, 1.332, 0.614], [0.462, -2.150, -0.390]]}



3.
{"formula": "C4H11NO2", "method": "the ωB97M-V functional and the def2-TZVPD basis", "multiplicity": 1, "lumo_ev": 0.70, "gap_ev": 10.6171, "symbols": ["C", "C", "O", "O", "H", "H", "H", "H", "C", "C", "N", "H", "H", "H", "H", "H", "H", "H"], "xyz": [[0.77142, 1.13803, 1.89818], [-0.25906, 1.85275, 2.66458], [-0.37119, 3.04269, 2.77600], [-1.19343, 1.00999, 3.17883], [1.23619, 0.26422, 2.33807], [1.63206, 1.72614, 1.56946], [0.58096, 0.88656, 0.84498], [-2.01410, 1.46961, 3.29333], [-0.45562, -2.07704, -2.07253], [0.65083, -1.07664, -1.77538], [0.14988, 0.30876, -1.57220], [-1.23890, -1.65200, -2.69525], [-0.99628, -2.37056, -1.16255], [-0.03580, -3.02417, -2.39462], [1.28401, -1.23556, -0.91775], [1.29172, -1.06690, -2.64729], [-0.38874, 0.56402, -2.39631], [-0.64398, 0.24010, -0.92954]], "atomic_forces_ev_per_a": [[2.449, -0.375, -1.678], [-0.991, 0.424, -0.176], [0.185, 0.035, -0.074], [0.938, -1.084, -0.474], [-0.526, -0.285, 0.445], [-0.013, 0.875, 1.089], [-1.384, -0.355, 0.405], [-0.620, 0.793, 0.452], [-0.079, -0.514, 1.743], [-0.616, 1.161, -0.635], [-0.945, -0.333, -0.116], [0.329, -0.145, -0.603], [0.089, 0.267, 0.146], [-0.116, -0.040, -0.700], [0.047, -0.831, 0.321], [0.396, 0.220, -0.141], [0.446, 0.212, -0.423], [0.410, -0.024, 0.417]]}



4.
{"formula": "C4H11NO2", "method": "the ωB97M-V functional and the def2-TZVPD basis", "multiplicity": 1, "lumo_ev": 0.63, "gap_ev": 8.6294, "symbols": ["C", "C", "C", "C", "N", "H", "H", "H", "H", "H", "H", "H", "O", "H", "H", "O", "H", "H"], "xyz": [[-1.70278, -1.54118, 1.11202], [-0.62603, -1.15437, 1.77108], [0.75089, -1.19368, 1.19519], [1.70752, -1.88720, 1.82155], [1.03725, -0.34354, 0.11206], [-2.71150, -1.68207, 1.48404], [-1.60252, -1.96795, 0.11362], [-0.61217, -0.86169, 2.81190], [1.60064, -2.40768, 2.75884], [2.68732, -1.86072, 1.35182], [1.67721, -0.79132, -0.50623], [0.21417, -0.06167, -0.40474], [0.10503, 4.05421, -2.17701], [0.54419, 3.88536, -1.34019], [0.52014, 4.81605, -2.58460], [-1.23064, 0.71304, -2.27919], [-1.19285, 0.65294, -3.23476], [-1.16588, 1.63148, -2.00540]], "atomic_forces_ev_per_a": [[-0.264, -0.885, -0.624], [0.452, 0.076, 0.083], [-0.075, 0.299, 0.874], [0.396, 0.323, -0.736], [-0.814, -0.365, 0.140], [0.190, 0.469, 0.474], [0.165, 0.398, -0.043], [-0.470, 0.067, 0.130], [-0.294, -0.146, -0.111], [0.112, -0.125, 0.323], [0.611, -0.007, -0.529], [-0.057, -0.080, -0.066], [-0.382, -0.356, -0.084], [0.196, 0.195, -0.007], [0.161, 0.070, 0.134], [-0.018, -0.522, 0.567], [0.058, 0.392, -0.055], [0.033, 0.198, -0.471]]}



5.
{"formula": "C4H11NO2", "method": "the ωB97M-V functional and the def2-TZVPD basis", "multiplicity": 1, "lumo_ev": 0.79, "gap_ev": 10.3973, "symbols": ["C", "C", "C", "N", "C", "O", "H", "H", "H", "H", "H", "H", "H", "H", "H", "O", "H", "H"], "xyz": [[0.54467, 1.32155, -1.24967], [0.72072, -0.25401, -1.14569], [1.64664, -0.57351, 0.13779], [-0.42625, -1.17386, -1.10721], [-1.48290, -1.08809, -0.20838], [-1.43572, -0.26549, 0.69781], [0.17036, 1.81455, -0.33851], [1.58296, 1.57468, -1.50233], [-0.08066, 1.45641, -2.12420], [1.31407, -0.59824, -2.02709], [1.54303, -1.69907, 0.28799], [1.39089, -0.10041, 1.14793], [2.73190, -0.34704, -0.04572], [-0.21931, -2.13195, -1.36414], [-2.11017, -1.99076, -0.25452], [0.04507, 1.65505, 2.27606], [-0.77508, 1.42758, 1.83997], [-0.01374, 1.25906, 3.13583]], "atomic_forces_ev_per_a": [[0.101, -2.405, -0.397], [1.624, 0.134, 2.188], [-0.001, -0.948, 0.334], [-1.498, 0.442, -0.113], [3.499, 0.150, 0.887], [-1.544, -0.238, -0.840], [0.261, -0.380, -0.518], [-0.424, 0.639, 0.219], [-0.211, 0.676, -0.053], [-0.525, 0.430, 0.559], [0.455, 1.282, -0.057], [-0.139, -0.331, -1.786], [-1.003, -0.173, -0.056], [-0.102, 0.302, -0.421], [-0.555, 0.431, -0.016], [0.428, 0.636, -0.296], [-0.293, -0.369, -0.257], [-0.074, -0.280, 0.623]]}



6.
{"formula": "C4H11NO2", "method": "the ωB97M-V functional and the def2-TZVPD basis", "multiplicity": 1, "lumo_ev": 0.19, "gap_ev": 8.5902, "symbols": ["C", "C", "O", "O", "H", "H", "H", "C", "C", "N", "H", "H", "H", "H", "H", "H", "H", "H"], "xyz": [[2.35844, -0.03466, 0.83639], [1.36242, -1.14163, 1.19815], [0.32495, -0.72354, 1.82321], [1.51411, -2.25737, 0.67954], [1.92051, 0.65735, 0.12661], [3.29791, -0.42249, 0.44448], [2.49173, 0.51944, 1.77927], [-0.83338, 0.44178, -1.12777], [-1.65868, 1.43037, -0.36548], [-1.04799, -0.95317, -0.52411], [-1.07076, 0.35705, -2.18677], [0.22611, 0.63970, -1.02317], [-1.63336, 1.36144, 0.72991], [-2.70450, 1.45416, -0.66528], [-2.03403, -1.10387, -0.34513], [-0.67034, -1.64958, -1.15757], [-0.51555, -1.02106, 0.42163], [-1.32758, 2.44608, -0.64392]], "atomic_forces_ev_per_a": [[0.348, -0.124, 1.380], [-0.179, 0.393, -1.252], [-0.261, -0.334, -0.645], [-0.186, -0.023, 0.222], [-0.124, 0.075, -0.146], [-0.068, 0.039, 0.091], [0.346, 0.081, -0.472], [-0.035, -1.323, 0.740], [-0.448, 1.584, -0.159], [0.629, 0.881, -0.171], [-0.145, 0.245, 0.047], [0.096, -0.029, 0.006], [0.415, -0.278, -0.348], [-0.188, -0.446, -0.064], [-0.088, -0.218, -0.086], [-0.053, -0.345, 0.192], [-0.161, 0.168, 0.395], [0.100, -0.346, 0.270]]}



7.
{"formula": "C4H11NO2", "method": "the ωB97M-V functional and the def2-TZVPD basis", "multiplicity": 1, "lumo_ev": 0.82, "gap_ev": 10.3205, "symbols": ["C", "C", "N", "C", "H", "H", "H", "H", "H", "H", "H", "H", "H", "H", "O", "C", "O", "H"], "xyz": [[2.01617, -0.77915, -0.71287], [1.43342, 0.61157, -0.47335], [0.03568, 0.67363, -0.91550], [-0.68688, 1.92648, -0.65321], [2.44327, -0.87741, -1.71023], [2.79993, -0.95937, 0.01992], [1.24216, -1.53408, -0.57862], [1.38389, 0.82868, 0.59534], [2.06232, 1.36136, -0.96108], [-0.70286, -0.19634, -0.34074], [0.00809, 0.42424, -1.89379], [-0.90956, 1.95428, 0.41295], [-1.59763, 1.91637, -1.24352], [-0.08124, 2.80423, -0.88823], [-1.45964, -1.06139, 0.00702], [-1.15664, -1.11762, 1.26560], [-0.31865, -0.41333, 1.81038], [-1.62767, -1.92198, 1.84872]], "atomic_forces_ev_per_a": [[-0.155, 0.215, 0.180], [0.030, -0.055, 0.599], [0.241, 0.298, -0.401], [0.548, 0.025, 0.065], [-0.041, -0.026, -0.051], [0.071, -0.102, -0.071], [0.064, -0.069, 0.049], [0.211, -0.062, -0.063], [-0.224, 0.180, -0.037], [-0.289, -0.651, -0.583], [-0.186, 0.110, -0.314], [-0.148, -0.021, -0.028], [-0.112, 0.135, 0.102], [-0.062, -0.007, -0.169], [0.064, 0.292, 0.588], [0.468, -0.499, 0.119], [-0.121, 0.243, 0.144], [-0.360, -0.008, -0.128]]}